Entry 1:
69
Properties=species:S:1:pos:R:3:forces:R:3 method="wB97M-V/def2-TZVPD" e_homo_ev="-12.80 / -12.80" orbital_gap_ev="3.26 / 3.26" e_tot_ev=-47380.321 total_charge=+2 e_lumo_ev="-9.5 / -9.5" mol_weight_g_mol=683.4
Bi 0.056 -0.122 -0.760 -0.8922 -0.0297 3.3137
C -1.386 -3.881 2.296 0.1834 0.7708 0.8019
C -0.936 -2.752 3.187 -0.2471 0.5701 -0.5683
C -0.280 -2.741 4.436 -0.7475 2.7524 -0.4683
C -0.179 -1.334 4.732 0.3188 -0.9882 -1.9534
C 0.231 -0.668 5.983 -0.3968 0.3952 -0.1197
N -0.542 -0.653 3.590 -0.7252 -0.2052 -0.3568
N -1.113 -1.519 2.690 0.9824 -0.0051 0.2736
B -0.290 0.820 3.128 -0.5742 -0.6198 0.5560
N -1.489 1.405 2.266 -0.7774 -0.7250 -1.2460
N -1.691 0.873 0.902 0.9227 -0.5605 1.5775
C -2.943 0.384 0.846 0.4336 0.7528 1.8128
C -3.266 -0.484 -0.317 -0.3883 0.1089 -1.0998
C -3.614 0.677 2.082 0.3254 -0.4017 -1.5369
C -2.706 1.341 2.895 -0.0591 0.0842 -1.4681
C -3.051 2.008 4.187 -0.9437 0.7380 -0.7801
N 0.957 0.939 2.164 1.4881 -1.3646 -1.6590
N 1.405 -0.104 1.280 -1.2007 -0.3449 -0.6012
C 2.661 0.183 0.799 0.8731 3.7927 1.7430
C 3.579 -0.692 -0.058 -1.4081 1.1735 0.4485
C 2.982 1.502 1.304 -0.7067 -1.6750 0.3569
C 1.870 1.900 2.153 1.5166 0.2686 -1.5024
C 1.578 3.264 2.717 1.3284 0.0848 1.1002
H -1.553 -4.708 2.970 0.1532 -0.7580 -0.4499
H -0.542 -3.980 1.608 -0.4087 -0.8222 -0.1539
H -2.334 -3.655 1.770 0.6348 0.0285 0.2454
H 0.120 -3.542 5.016 -0.2809 -0.3381 0.3763
H -0.580 -0.132 6.505 0.1049 -0.4069 -0.2842
H 1.028 0.040 5.872 0.4727 0.4348 -0.3125
H 0.598 -1.450 6.586 0.3368 -0.7215 1.1831
H -0.139 1.402 4.188 0.1737 0.4070 -0.8249
H -4.327 -0.531 -0.661 0.7279 -0.1655 0.7915
H -2.830 -1.483 -0.132 -0.6139 0.1655 0.0878
H -2.754 -0.102 -1.219 -0.1106 0.0410 0.3270
H -4.636 0.390 2.314 0.2383 0.2668 -0.0102
H -2.680 1.414 4.997 0.3410 -0.0296 0.7393
H -4.175 1.927 4.192 1.1405 0.4953 0.4361
H -2.711 3.102 4.238 -0.4552 -1.7576 -0.0500
H 4.092 -1.447 0.505 0.2629 -0.2327 0.3894
H 4.255 -0.071 -0.644 0.1774 0.1020 0.4182
H 2.943 -1.137 -0.779 -0.2902 -1.0309 -0.6775
H 3.976 1.967 1.215 -0.8593 -0.0131 0.0280
H 2.211 4.051 2.235 -0.5281 -0.8192 0.4211
H 1.728 3.317 3.829 0.0719 -0.1365 -0.9918
H 0.541 3.472 2.569 -0.6915 0.2668 -0.2419
C 3.202 0.284 -5.461 -0.3401 1.2347 -0.8606
N 3.029 -0.406 -4.205 -1.0649 0.8291 1.1439
C 4.047 -1.378 -3.823 0.4691 -0.2261 -0.0746
C 2.000 -0.041 -3.442 1.0430 0.2058 0.2275
O 1.629 -0.675 -2.407 0.1745 0.3432 -0.2550
H 2.379 1.090 -5.501 1.5344 -1.1392 -0.3696
H 3.064 -0.456 -6.278 0.0579 0.6609 0.3634
H 4.231 0.724 -5.527 -1.0110 -0.2510 0.0111
H 3.610 -2.149 -3.231 -0.4944 -0.8591 0.0436
H 4.823 -0.978 -3.158 -0.1860 0.5633 -0.4025
H 4.539 -1.768 -4.729 -0.4020 0.0486 0.4553
H 1.542 0.970 -3.644 0.2264 -1.1841 -0.4341
N -2.140 1.559 -8.110 0.1574 -0.4792 2.2771
C -2.113 1.248 -6.985 -0.6470 0.2285 -2.1450
C -2.066 0.741 -5.638 -0.0225 0.6783 0.1826
C -1.838 1.621 -4.570 1.0309 0.1046 0.6711
C -1.379 1.111 -3.358 -0.2155 0.0763 -0.6512
N -1.311 -0.218 -3.128 0.6485 1.8689 1.2657
C -1.756 -1.009 -4.055 -1.4279 -0.1389 -1.6005
C -2.173 -0.597 -5.335 0.2304 -1.0830 0.0570
H -1.884 2.692 -4.680 0.0194 0.1148 -0.2721
H -1.026 1.814 -2.574 -0.3978 -0.4308 -0.3600
H -1.937 -2.006 -3.780 0.2644 -1.4021 0.2221
H -2.536 -1.360 -6.051 0.4500 0.6885 0.4341

---

Entry 2:
72
Properties=species:S:1:pos:R:3:forces:R:3 method="wB97M-V/def2-TZVPD" e_homo_ev="-10.45 / -10.46" s_squared=6.08 orbital_gap_ev="6.24 / 7.15" e_tot_ev=-127826.734 total_charge=+1 e_lumo_ev="-4.2 / -3.3" mol_weight_g_mol=674.5 spin_multiplicity=5
Mn 0.168 0.818 -0.422 -0.3027 -0.0567 0.2337
Cl 4.614 0.662 0.510 0.0024 0.0112 0.0334
C 3.597 1.491 -0.644 -0.1080 -0.0307 -0.0016
Cl 2.368 0.350 -1.335 0.2490 0.0217 -0.1649
H 4.184 1.834 -1.486 0.0320 -0.0255 -0.0141
H 3.037 2.284 -0.162 -0.0016 0.0136 0.0073
C 0.672 2.511 0.355 -0.0639 -0.1157 -0.0142
C 0.912 3.623 0.781 0.0558 -0.0842 0.0337
C 1.231 4.920 1.292 0.0197 0.1117 0.0426
C 1.146 6.041 0.462 -0.0078 0.0028 0.0190
C 1.456 7.294 0.961 0.0040 0.0069 -0.0039
C 1.852 7.440 2.284 0.0041 0.0055 0.0026
C 1.938 6.329 3.112 -0.0002 -0.0003 0.0101
C 1.630 5.072 2.622 -0.0102 0.0079 -0.0267
H 0.833 5.920 -0.566 0.0037 -0.0049 0.0028
H 1.388 8.161 0.317 0.0025 -0.0029 0.0024
H 2.094 8.421 2.670 -0.0037 -0.0063 -0.0017
H 2.245 6.444 4.143 0.0001 0.0007 -0.0069
H 1.691 4.201 3.262 0.0032 -0.0019 -0.0049
N -1.844 -1.228 -8.096 -0.0151 0.0505 0.0007
C -1.540 -1.408 -6.779 0.0111 -0.0271 0.0365
C -0.270 -1.061 -6.287 -0.0186 -0.0012 -0.0121
C 0.029 -1.220 -4.954 0.0395 0.0204 -0.0020
C -0.931 -1.729 -4.082 -0.0294 -0.0047 0.0432
C -2.190 -2.084 -4.555 -0.0255 -0.0247 0.0140
C -2.494 -1.925 -5.889 0.0132 0.0109 -0.0251
S -0.555 -1.899 -2.392 0.0150 -0.0731 0.0396
O -1.531 -2.769 -1.790 0.0169 0.0130 -0.0282
O 0.849 -2.151 -2.234 -0.0314 0.0185 -0.0181
N -0.760 -0.389 -1.764 0.0694 -0.0202 -0.1934
C -1.946 0.072 -1.317 -0.0846 0.0761 0.0250
S -3.573 -0.452 -1.426 -0.0069 0.0068 0.0181
C -4.041 0.898 -0.431 0.0079 0.0182 0.0096
C -2.975 1.632 -0.060 -0.0353 -0.0352 0.0626
N -1.791 1.167 -0.581 0.0119 0.1004 -0.1873
H -1.117 -1.011 -8.753 0.0017 -0.0178 0.0000
H -2.690 -1.617 -8.472 0.0085 -0.0163 -0.0026
H 0.478 -0.674 -6.967 -0.0055 -0.0028 0.0046
H 1.014 -0.970 -4.581 -0.0103 -0.0033 -0.0072
H -2.919 -2.507 -3.876 0.0102 0.0024 -0.0092
H -3.471 -2.210 -6.259 0.0072 0.0027 0.0012
H -5.078 1.073 -0.198 0.0103 -0.0058 -0.0110
H -2.978 2.516 0.556 -0.0098 -0.0047 -0.0119
C 1.673 0.104 3.448 -0.0388 0.0017 0.0474
N 1.011 -1.189 3.333 0.0943 -0.0451 -0.0859
C 1.485 -2.213 4.255 -0.0296 0.0234 0.0106
P 0.132 -1.645 2.026 -0.1020 0.0178 -0.0007
O 0.198 -0.527 1.012 0.2055 0.0819 0.0695
N -1.385 -1.975 2.534 0.0437 -0.0726 -0.0217
C -2.376 -2.438 1.567 0.0019 0.0091 0.0109
C -1.903 -1.720 3.867 -0.0022 0.0444 0.0013
N 0.681 -3.029 1.343 -0.0008 0.0360 0.0854
C 1.950 -3.000 0.620 0.0069 0.0235 -0.0165
C 0.255 -4.366 1.727 -0.0046 -0.0125 -0.0499
H 1.522 0.505 4.453 0.0078 0.0001 0.0040
H 1.259 0.806 2.730 0.0007 0.0081 -0.0114
H 2.748 0.011 3.270 -0.0031 0.0010 -0.0040
H 1.414 -1.847 5.281 -0.0024 -0.0064 0.0073
H 2.526 -2.483 4.054 0.0021 0.0010 0.0049
H 0.872 -3.111 4.180 0.0120 0.0003 -0.0017
H -1.926 -2.583 0.585 0.0009 -0.0135 0.0135
H -3.180 -1.702 1.478 0.0032 -0.0011 -0.0008
H -2.815 -3.387 1.888 -0.0018 0.0061 0.0054
H -1.152 -1.229 4.480 -0.0064 -0.0160 0.0032
H -2.203 -2.653 4.351 -0.0105 -0.0031 -0.0064
H -2.779 -1.069 3.808 0.0054 0.0093 0.0084
H 2.223 -1.977 0.371 -0.0073 -0.0391 0.0097
H 1.856 -3.553 -0.314 0.0049 0.0036 -0.0002
H 2.748 -3.445 1.224 -0.0034 0.0026 0.0106
H -0.647 -4.326 2.332 -0.0054 0.0027 0.0074
H 1.037 -4.876 2.298 0.0024 0.0021 -0.0017
H 0.046 -4.954 0.831 -0.0027 -0.0015 0.0060

---

Entry 3:
66
Properties=species:S:1:pos:R:3:forces:R:3 method="wB97M-V/def2-TZVPD" e_homo_ev=-8.36 orbital_gap_ev=8.93 e_tot_ev=-82962.081 total_charge=0 e_lumo_ev=0.6 mol_weight_g_mol=533.4
N 3.192 -0.283 -2.611 0.4820 3.4048 0.2043
C 4.385 0.319 -2.145 -0.7937 0.5167 -1.6464
C 5.180 -0.714 -1.758 1.0019 -0.0900 0.9308
C 4.463 -1.916 -1.906 -0.8593 0.2208 0.4260
C 3.215 -1.564 -2.361 0.7415 -2.2920 0.0439
H 2.463 0.156 -3.152 0.0185 0.2275 0.3728
H 4.631 1.377 -2.340 -0.3944 -0.8236 0.2686
H 6.148 -0.623 -1.274 -0.1212 0.0671 -0.3714
H 4.709 -2.894 -1.586 0.4209 -0.6260 0.2282
H 2.348 -2.160 -2.453 -0.6689 -0.6278 -0.4269
N 3.014 -0.748 0.893 -0.2133 0.9134 0.3234
C 2.288 -1.831 1.157 -1.8111 -1.6568 1.5974
C 1.523 -1.628 2.319 2.0228 1.9896 -1.5386
C 1.871 -0.276 2.714 -1.1610 -0.5884 1.2970
C 2.761 0.261 1.815 0.0420 -1.0903 -0.4299
H 3.557 -0.707 0.061 0.6349 0.4181 -0.4837
H 2.314 -2.733 0.559 0.1841 0.2838 -0.1792
H 0.822 -2.259 2.801 -0.2929 -0.5406 0.2058
H 1.445 0.127 3.663 0.6408 0.1542 -1.1080
H 3.250 1.210 1.685 -0.0573 0.0715 0.2989
N 1.607 -5.304 -0.307 0.8275 -0.2861 -1.1531
C 0.302 -4.998 -0.229 -2.0538 1.2453 2.4170
C -0.219 -4.606 -1.433 -1.2338 0.0616 0.6009
C 0.847 -4.788 -2.362 0.1980 -0.4933 0.4416
C 1.962 -5.227 -1.661 -0.3608 0.4553 0.4352
H 2.220 -5.467 0.489 -0.3563 -0.0603 -0.6425
H -0.248 -4.918 0.748 0.9298 -0.2705 -1.0640
H -1.307 -4.227 -1.463 2.1251 -0.7704 -0.5842
H 0.752 -4.781 -3.424 0.1948 0.3314 -0.4731
H 2.966 -5.447 -1.999 -0.2203 -0.0506 0.0660
N -3.091 2.193 3.265 -0.7255 0.5440 0.3319
C -4.073 3.125 3.061 1.3041 0.7360 0.1631
C -3.476 4.349 3.368 -0.8928 -0.9534 -0.0817
C -2.147 4.142 3.802 -0.0259 -2.1576 -0.0500
C -1.958 2.747 3.758 0.4621 0.5087 -0.5373
H -3.113 1.308 2.832 -0.1287 -1.1935 -0.1099
H -5.057 2.830 2.714 0.3249 0.3003 0.0833
H -4.025 5.249 3.340 -0.2331 0.9624 0.0027
H -1.406 4.841 4.113 0.1257 0.4300 0.2170
H -1.133 2.041 3.912 -0.1213 0.8676 0.0990
N -0.862 3.263 0.688 -1.3244 0.2212 0.3375
C -1.133 3.380 -0.637 1.3185 0.3170 -1.3880
C -0.037 2.879 -1.331 0.3168 0.6987 0.1273
C 0.934 2.442 -0.346 -1.4584 -0.3549 -1.7459
C 0.309 2.613 0.828 1.3385 0.0611 3.3356
H -1.413 3.703 1.431 0.3193 -0.6151 -0.2638
H -1.935 3.966 -1.055 -0.2283 -0.1178 0.3202
H 0.145 3.051 -2.391 -0.2483 -0.4345 0.2763
H 1.814 1.851 -0.477 0.4964 0.0928 -0.1943
H 0.712 2.340 1.825 -0.5648 0.3228 -0.7852
Cl -4.359 1.910 0.216 -0.2747 -0.3125 -0.2466
C -4.631 0.693 -1.084 0.9202 0.6567 0.1080
C -4.216 1.226 -2.415 -0.5707 1.3644 0.2213
Cl -5.428 2.397 -3.037 -0.0589 0.2903 0.0154
H -5.654 0.372 -1.096 -0.4884 0.0096 0.1720
H -3.983 -0.129 -0.852 0.2188 -0.5398 0.2659
H -4.265 0.453 -3.113 0.2013 -1.4278 -1.1128
H -3.253 1.723 -2.477 0.0882 -0.1515 0.3830
Cl -2.317 -1.623 0.530 -0.5017 -0.0537 -0.3734
C -1.161 -0.303 0.167 1.7379 -2.4089 1.2821
C -0.142 -0.670 -0.891 0.0226 1.5752 0.0236
Cl -0.718 -0.535 -2.588 -0.3185 0.0956 -0.0185
H -0.664 -0.245 1.152 0.2945 0.2742 -0.7349
H -1.619 0.607 -0.009 -1.3034 1.7191 -0.6073
H 0.262 -1.652 -0.853 0.2504 -0.7612 0.5634
H 0.629 0.112 -0.788 -0.1386 -0.6601 -0.1358